[1]
A structure of composition C21H38As3F4N2Ru, computed with the ωB97M-V functional and the def2-TZVPD basis.

Output
- 2S+1 = 5
- total charge = +3
- energy (a.u.) = -8133.0461
- strongest force on any atom (eV/A) = 1.922
- LUMO level (alpha / beta) (eV) = -7.891 / -10.891
- energy relative to the best compared isomer or geometry (same formula, charge and spin) (kcal per mole) = 21.0
- orbital gap (alpha / beta) (eV) = 8.94 / 6.00

```
69
Properties=species:S:1:pos:R:3:lowdin_spin:R:1
Ru -1.421 -0.845 1.312 2.240
C -2.321 -3.673 1.194 0.019
N -2.590 -2.396 0.434 0.008
C -2.291 -2.692 -1.024 0.013
C -4.055 -2.001 0.598 0.004
C -4.108 -0.518 0.230 0.034
N -2.990 0.107 0.906 0.336
C -3.061 1.459 1.233 0.040
C -2.133 2.351 0.721 0.018
F -0.604 0.412 2.452 0.164
C -2.306 3.676 1.047 -0.001
F -1.457 4.597 0.586 -0.001
C -3.362 4.154 1.794 0.015
C -4.226 3.265 2.319 0.000
F -5.280 3.607 3.041 -0.001
C -4.077 1.918 2.035 0.024
F -5.008 1.105 2.501 0.005
H -3.016 -4.514 0.877 0.003
H -2.436 -3.548 2.276 0.004
H -1.293 -3.994 1.048 0.001
H -2.684 -3.652 -1.299 0.002
H -1.223 -2.662 -1.191 0.002
H -2.744 -1.954 -1.656 0.000
H -4.355 -2.114 1.646 0.001
H -4.729 -2.651 0.055 0.000
H -5.072 -0.120 0.605 0.007
H -4.075 -0.349 -0.832 0.012
H -3.441 5.212 1.995 0.001
C 1.649 -2.722 2.619 0.017
As 0.969 -1.686 1.119 0.018
C 1.447 -2.916 -0.299 -0.004
C 2.309 -0.261 1.027 -0.006
C 2.362 1.063 0.156 0.006
C 3.562 1.801 0.733 0.033
C 1.181 2.067 0.423 0.000
As -0.589 2.040 -0.495 0.003
C -0.811 0.495 -1.631 0.017
C -0.762 3.388 -1.911 0.000
C 2.581 0.758 -1.356 0.091
As 4.409 0.241 -1.836 0.595
C 5.015 -1.563 -1.612 0.098
C 4.653 0.860 -3.642 0.088
H 2.618 -3.141 2.346 0.002
H 0.902 -3.524 2.811 0.000
H 1.706 -2.109 3.522 0.000
H 2.527 -3.160 -0.142 -0.001
H 1.350 -2.565 -1.305 0.000
H 0.872 -3.810 -0.215 0.000
H 3.266 -0.791 0.890 -0.001
H 2.369 0.073 2.057 0.000
H 3.338 2.225 1.691 0.001
H 3.880 2.597 0.018 0.005
H 4.366 1.069 0.885 0.014
H 1.557 3.078 0.193 0.000
H 0.993 2.039 1.473 0.000
H -0.262 0.609 -2.557 0.002
H -1.873 0.495 -1.911 0.000
H -0.618 -0.481 -1.178 0.007
H -0.103 3.064 -2.692 0.000
H -0.434 4.328 -1.482 0.000
H -1.821 3.494 -2.248 0.000
H 2.458 1.640 -2.024 0.000
H 1.986 -0.069 -1.747 0.015
H 4.907 -1.816 -0.550 0.001
H 6.045 -1.655 -1.958 0.000
H 4.317 -2.177 -2.237 0.025
H 4.468 1.933 -3.673 0.002
H 3.894 0.323 -4.182 0.022
H 5.676 0.581 -3.983 0.000
```

=====

[2]
A structure of composition C18H47FeNO4Si2, computed with the ωB97M-V functional and the def2-TZVPD basis.

Output
- 2S+1 = 5
- energy (a.u.) = -2912.4198
- strongest force on any atom (eV/A) = 1.846
- LUMO level (alpha / beta) (eV) = 0.148 / 0.090
- energy relative to the best compared isomer or geometry (same formula, charge and spin) (kcal per mole) = 0.0
- orbital gap (alpha / beta) (eV) = 7.98 / 8.59

```
73
Properties=species:S:1:pos:R:3:lowdin_spin:R:1
O -0.646 -1.417 -1.030 0.010
O 0.823 1.435 -3.815 0.000
C 0.039 -2.581 -1.543 0.000
C -0.661 -3.860 -1.124 0.000
H 1.042 -2.565 -1.082 0.000
H 0.140 -2.561 -2.644 0.000
H -0.814 -3.880 -0.040 0.000
H -0.071 -4.741 -1.389 0.000
H -1.644 -3.973 -1.607 0.000
C -1.671 -0.781 -1.776 0.001
C -1.649 -0.987 -3.275 0.000
H -1.541 0.286 -1.546 0.000
H -2.623 -1.115 -1.334 0.000
H -0.743 -0.581 -3.738 0.000
H -2.506 -0.457 -3.697 0.000
H -1.779 -2.043 -3.525 0.000
C 0.441 2.576 -3.042 0.000
C 2.213 1.111 -3.822 0.000
C -0.890 3.072 -3.590 0.000
H 1.200 3.391 -3.086 0.000
H 0.325 2.278 -1.981 0.000
H -0.828 3.209 -4.675 0.000
H -1.163 4.031 -3.122 0.000
H -1.689 2.341 -3.393 0.000
C 2.673 0.812 -5.241 0.000
H 2.329 0.205 -3.204 0.000
H 2.853 1.907 -3.385 0.000
H 2.066 0.019 -5.693 0.000
H 3.721 0.490 -5.232 0.000
H 2.576 1.703 -5.871 0.000
H 1.425 -0.690 0.979 0.004
Fe -0.415 -0.535 2.117 3.656
C 1.647 0.053 0.163 0.018
Si 3.197 0.624 1.054 0.002
H 1.852 -0.442 -0.787 0.001
H 0.862 0.804 -0.002 0.001
C 4.420 -0.463 0.124 0.000
C 3.440 0.392 2.887 0.000
C 3.310 2.405 0.587 0.001
C -2.185 -1.466 1.853 0.082
Si -3.383 -0.034 1.840 0.029
H -2.195 -2.152 2.732 0.016
H -1.991 -2.050 0.928 0.020
C -4.740 -0.511 0.631 0.005
C -2.648 1.619 1.300 0.017
C -4.099 0.155 3.565 0.001
H 2.734 2.602 -0.326 0.000
H 4.376 2.582 0.405 0.000
H 2.939 3.034 1.404 0.000
H 4.244 -1.533 0.316 0.000
H 5.430 -0.183 0.443 0.000
H 4.300 -0.280 -0.955 0.000
H 3.660 -0.653 3.130 0.000
H 2.640 0.733 3.552 0.000
H 4.334 0.971 3.147 0.000
H -2.643 1.683 0.202 0.000
H -1.625 1.832 1.661 0.004
H -3.293 2.424 1.687 0.002
H -4.897 0.911 3.547 0.000
H -3.352 0.458 4.317 0.000
H -4.536 -0.801 3.888 0.000
H -5.662 0.037 0.857 0.001
H -4.945 -1.586 0.714 0.000
H -4.456 -0.300 -0.406 0.000
N 0.638 -1.565 3.732 0.043
C -0.013 -1.033 4.943 0.004
C -0.498 0.394 4.662 0.009
O -1.335 0.862 5.447 0.004
O -0.020 0.971 3.601 0.060
H 0.506 -2.580 3.688 0.003
H 1.644 -1.404 3.842 0.003
H -0.871 -1.643 5.243 0.000
H 0.678 -0.966 5.791 0.000
```

=====

Question: Among the records above, which one has the highest energy relative to the best compared isomer or geometry (same formula, charge and spin)?
Answer: C21H38As3F4N2Ru